A structure of composition C36H29F10InN7OS2 in a non-equilibrium geometry, computed with ωB97M-V/def2-TZVPD.

Calculated values
**Molecular weight**: 944.61 g/mol
**Max |F|**: 1.06 eV/Å
**Energy above the lowest of the compared OMol25 structures with the same formula, charge and spin**: 107.3 kJ/mol

ORCA input file:
```
! RIJCOSX wB97M-V def2-TZVPD def2/J DEFGRID3
* xyz -1 1
In 0.012 -0.287 0.310
C 2.431 -2.828 1.096
N 1.981 -1.527 1.579
C 1.583 -1.630 2.994
C 0.068 -1.751 3.043
N -0.516 -0.560 2.474
C -1.034 0.409 3.244
C -1.846 1.398 2.645
F -2.086 1.286 1.316
C -2.452 2.433 3.313
F -3.236 3.292 2.647
C -2.279 2.574 4.680
F -2.880 3.569 5.357
C -1.478 1.651 5.323
F -1.260 1.776 6.640
C -0.866 0.621 4.632
F -0.019 -0.161 5.346
C 2.989 -0.507 1.294
C 2.547 0.907 1.632
N 1.349 1.270 0.894
C 1.035 2.583 0.773
C 1.557 3.674 1.491
F 2.443 3.492 2.497
C 1.169 4.983 1.253
F 1.716 5.966 1.981
C 0.225 5.293 0.297
F -0.144 6.564 0.072
C -0.332 4.250 -0.426
F -1.244 4.501 -1.368
C 0.076 2.961 -0.185
F -0.482 1.977 -0.920
H 3.330 -3.155 1.637
H 1.647 -3.572 1.241
H 2.651 -2.769 0.032
H 2.090 -2.475 3.475
H 1.873 -0.727 3.529
H -0.232 -2.597 2.409
H -0.284 -1.977 4.050
H 3.939 -0.726 1.808
H 3.177 -0.558 0.217
H 2.419 1.025 2.714
H 3.379 1.563 1.353
S -2.018 -1.806 -0.050
C -1.112 -3.199 -0.559
C -1.613 -4.474 -0.273
C -0.977 -5.629 -0.701
C -1.548 -6.907 -0.383
N -2.010 -7.930 -0.132
C 0.217 -5.530 -1.429
C 0.742 -4.272 -1.693
C 0.109 -3.103 -1.275
S 0.854 -1.573 -1.683
C 0.901 -6.698 -1.903
N 1.447 -7.632 -2.293
H -2.532 -4.556 0.293
H 1.669 -4.196 -2.245
C 2.493 0.838 -5.081
C 1.174 1.128 -4.775
C 0.831 1.347 -3.448
N 1.711 1.299 -2.451
C 2.975 1.023 -2.757
C 3.417 0.783 -4.049
H 2.795 0.651 -6.104
H 0.414 1.173 -5.544
H -0.198 1.548 -3.168
H 3.668 0.983 -1.922
H 4.458 0.553 -4.235
O -2.687 0.898 -1.984
C -3.748 0.846 -2.556
C -4.251 -0.406 -3.235
C -5.525 -0.855 -2.479
C -5.555 -0.490 -0.978
C -6.062 0.923 -0.638
C -5.122 2.059 -1.045
N -4.693 1.871 -2.440
H -3.460 -1.150 -3.155
H -4.463 -0.233 -4.293
H -5.609 -1.938 -2.578
H -6.415 -0.436 -2.962
H -4.561 -0.645 -0.550
H -6.209 -1.204 -0.474
H -6.252 0.987 0.437
H -7.031 1.073 -1.132
H -4.222 2.075 -0.432
H -5.610 3.029 -0.942
H -5.499 1.686 -3.025
*
```

Electronic structure analysis, Löwdin charges in units of e:
1 In 0.59
2 C -0.09
3 N -0.25
4 C -0.17
5 C -0.22
6 N -0.08
7 C -0.19
8 C -0.14
9 F 0.05
10 C -0.15
11 F 0.11
12 C -0.16
13 F 0.09
14 C -0.16
15 F 0.10
16 C -0.13
17 F 0.07
18 C -0.20
19 C -0.21
20 N -0.05
21 C -0.19
22 C -0.13
23 F 0.07
24 C -0.15
25 F 0.11
26 C -0.15
27 F 0.10
28 C -0.14
29 F 0.12
30 C -0.16
31 F 0.02
32 H 0.09
33 H 0.09
34 H 0.05
35 H 0.12
36 H 0.11
37 H 0.10
38 H 0.12
39 H 0.13
40 H 0.10
41 H 0.11
42 H 0.13
43 S 0.68
44 C -0.68
45 C -0.07
46 C -0.20
47 C -0.19
48 N 0.15
49 C -0.20
50 C -0.08
51 C -0.68
52 S 0.67
53 C -0.19
54 N 0.15
55 H 0.11
56 H 0.11
57 C -0.08
58 C -0.06
59 C -0.16
60 N 0.04
61 C -0.16
62 C -0.07
63 H 0.10
64 H 0.10
65 H 0.10
66 H 0.10
67 H 0.10
68 O 0.06
69 C -0.49
70 C -0.10
71 C -0.18
72 C -0.19
73 C -0.18
74 C -0.18
75 N 0.05
76 H 0.11
77 H 0.11
78 H 0.11
79 H 0.10
80 H 0.07
81 H 0.11
82 H 0.11
83 H 0.11
84 H 0.11
85 H 0.11
86 H 0.11

***

A cluster of 8 separate species, C6H30N2O7 in total in a non-equilibrium geometry, computed with ωB97M-V/def2-TZVPD.

Calculated values
**<S²>**: 0.754
**Molecular weight**: 242.31 g/mol
**Max |F|**: 4.33 eV/Å
**Energy above the lowest of the compared OMol25 structures with the same formula, charge and spin**: 29.4 kJ/mol

ORCA input file:
```
! RIJCOSX wB97M-V def2-TZVPD def2/J DEFGRID3
* xyz 1 2
C -0.303 -2.635 -0.467
N -0.700 -1.761 0.659
C 0.370 -0.922 1.176
C -0.070 0.517 1.420
C 1.061 1.635 1.412
C 0.584 3.049 1.242
C 1.153 -1.537 2.432
N 2.608 -1.764 1.884
H 0.212 -2.064 -1.233
H -1.195 -2.980 -0.969
H 0.363 -3.418 -0.014
H -1.209 -2.417 1.330
H 1.153 -0.946 0.287
H -0.827 0.770 0.604
H -0.486 0.567 2.405
H 1.980 1.505 0.782
H 1.517 1.601 2.470
H 1.112 3.863 1.736
H -0.578 3.283 1.592
H 0.678 3.393 0.174
H 0.681 -2.469 2.692
H 1.200 -0.961 3.324
H 2.662 -2.190 0.989
H 3.056 -2.282 2.611
H -3.433 0.430 1.129
H -3.926 -0.216 2.424
O -4.218 0.301 1.676
H 1.319 0.082 -3.331
H 2.534 0.735 -3.442
O 2.153 0.023 -2.856
H 2.779 -1.377 -1.341
H 2.911 -2.872 -1.794
O 2.731 -2.321 -1.026
H -3.801 3.028 -0.999
H -3.203 1.657 -0.547
O -3.112 2.606 -0.499
H 0.362 2.289 -4.231
H -0.096 2.022 -2.884
O 0.670 2.395 -3.303
H -1.895 -0.815 -0.248
H -3.101 -0.466 -0.958
O -2.406 -0.029 -0.507
H -1.169 0.446 -1.876
H 0.260 0.140 -1.588
O -0.381 0.105 -2.335
*
```

Electronic structure analysis, Löwdin charges in units of e:
1 C -0.01
2 N 0.08
3 C -0.29
4 C -0.13
5 C -0.25
6 C -0.14
7 C -0.09
8 N 0.05
9 H 0.07
10 H 0.11
11 H 0.15
12 H 0.20
13 H 0.15
14 H 0.11
15 H 0.11
16 H 0.13
17 H 0.13
18 H 0.06
19 H 0.14
20 H 0.08
21 H 0.09
22 H 0.11
23 H 0.00
24 H 0.07
25 H -0.02
26 H 0.03
27 O -0.04
28 H 0.01
29 H 0.09
30 O -0.09
31 H 0.05
32 H 0.07
33 O -0.08
34 H 0.04
35 H -0.03
36 O -0.03
37 H 0.07
38 H -0.01
39 O -0.06
40 H 0.03
41 H 0.09
42 O -0.06
43 H 0.04
44 H 0.05
45 O -0.08

***

An isolated molecule of C2H4N4O, computed with ωB97M-V/def2-TZVPD.

Calculated values
**Molecular weight**: 100.08 g/mol
**Max |F|**: 0.35 eV/Å
**SMILES**: Nc1n[nH]c(O)n1
**Energy above the lowest of the compared OMol25 structures with the same formula, charge and spin**: 40.6 kJ/mol

ORCA input file:
```
! RIJCOSX wB97M-V def2-TZVPD def2/J DEFGRID3
* xyz 0 1
N -0.480 0.526 -2.163
C -0.097 0.205 -0.879
N 1.118 0.429 -0.421
N 0.981 0.062 0.893
C -0.272 -0.379 1.107
O -0.698 -0.830 2.301
N -0.996 -0.299 0.022
H 0.299 0.658 -2.793
H -1.201 -0.077 -2.532
H 1.800 -0.074 1.464
H -0.445 -0.192 2.981
*
```

Electronic structure analysis, Löwdin charges in units of e:
1 N 0.12
2 C -0.50
3 N 0.08
4 N 0.05
5 C -0.47
6 O 0.10
7 N 0.18
8 H 0.09
9 H 0.09
10 H 0.15
11 H 0.12

***

A cluster of 12 separate species, BF4H22O11 in total in a non-equilibrium geometry, computed with ωB97M-V/def2-TZVPD.

Calculated values
**Molecular weight**: 284.97 g/mol
**Max |F|**: 5.94 eV/Å
**Energy above the lowest of the compared OMol25 structures with the same formula, charge and spin**: 129.3 kJ/mol

ORCA input file:
```
! RIJCOSX wB97M-V def2-TZVPD def2/J DEFGRID3
* xyz -1 1
B -0.769 -0.541 0.146
F -0.107 0.616 -0.096
F -0.326 -1.607 -0.554
F -0.536 -0.838 1.445
F -2.123 -0.393 -0.098
O 2.444 2.343 -0.404
H 1.871 2.359 -1.151
H 2.678 1.395 -0.334
O -0.510 -1.877 -3.067
H -0.552 -2.208 -2.150
H 0.410 -1.588 -3.262
O 2.035 0.060 1.812
H 2.260 -0.361 2.620
H 1.718 -0.692 1.368
O -2.087 2.285 -0.766
H -1.683 1.544 -0.363
H -3.032 2.358 -0.516
O 0.547 2.626 1.789
H -0.214 2.269 2.301
H 0.704 1.847 1.163
O -2.742 1.085 2.159
H -2.162 0.720 2.798
H -2.661 0.490 1.440
O -2.146 0.352 -3.091
H -2.410 0.674 -2.221
H -1.750 -0.481 -2.871
O -0.440 0.430 4.091
H 0.061 0.257 3.329
H -0.060 -0.020 4.824
O 0.787 1.484 -2.677
H 0.052 1.079 -2.399
H 0.880 1.352 -3.628
O 2.437 -3.198 -1.411
H 2.493 -2.241 -1.362
H 1.616 -3.351 -1.857
O 1.355 -2.800 1.321
H 0.548 -2.278 1.241
H 1.415 -3.152 0.433
*
```

Electronic structure analysis, Löwdin charges in units of e:
1 B -1.44
2 F 0.19
3 F 0.17
4 F 0.18
5 F 0.15
6 O -0.05
7 H -0.02
8 H 0.03
9 O -0.07
10 H 0.03
11 H 0.07
12 O 0.00
13 H 0.04
14 H -0.03
15 O -0.04
16 H -0.04
17 H 0.07
18 O -0.11
19 H 0.02
20 H 0.01
21 O -0.01
22 H -0.02
23 H -0.02
24 O -0.06
25 H 0.00
26 H -0.03
27 O -0.01
28 H -0.02
29 H 0.03
30 O 0.01
31 H -0.07
32 H 0.06
33 O -0.03
34 H 0.05
35 H 0.02
36 O -0.05
37 H 0.00
38 H 0.00

***

A cluster of 5 separate species, C36H36F4N4O4S in total, computed with ωB97M-V/def2-TZVPD.

Calculated values
**Molecular weight**: 696.77 g/mol
**Max |F|**: 0.92 eV/Å
**SMILES**: N#CC[C@@](C#N)(CCSc1nnco1)COCOCCO.Fc1ccccc1.Fc1ccccc1.Fc1ccccc1.Fc1ccccc1
**E**: -2710.94732 Ha

ORCA input file:
```
! RIJCOSX wB97M-V def2-TZVPD def2/J DEFGRID3
* xyz 0 1
N 1.689 -1.913 5.368
C 1.642 -2.160 4.251
C 1.480 -2.454 2.826
C 1.726 -1.221 1.883
C 2.981 -1.511 1.152
N 3.924 -1.788 0.564
C 0.613 -1.099 0.791
C -0.549 -0.162 1.133
S -1.313 -0.651 2.698
C -2.867 0.104 2.572
N -3.949 -0.507 2.219
N -4.970 0.426 2.294
C -4.418 1.519 2.682
O -3.096 1.406 2.882
C 1.982 0.076 2.662
O 2.073 1.140 1.736
C 2.933 2.163 2.153
O 2.455 2.838 3.276
C 1.102 3.303 3.201
C 0.704 4.028 1.922
O -0.136 3.198 1.118
H 0.465 -2.826 2.678
H 2.161 -3.261 2.559
H 1.068 -0.808 -0.153
H 0.186 -2.093 0.665
H -0.217 0.874 1.129
H -1.282 -0.267 0.331
H -4.932 2.449 2.860
H 1.196 0.263 3.398
H 2.917 -0.019 3.226
H 3.905 1.749 2.445
H 3.092 2.822 1.295
H 0.406 2.491 3.417
H 1.016 4.015 4.020
H 1.573 4.388 1.365
H 0.114 4.900 2.222
H -0.731 3.753 0.608
F -1.063 3.298 5.053
C -1.150 3.349 6.401
C 0.010 3.255 7.142
C -0.083 3.310 8.525
C -1.320 3.449 9.140
C -2.471 3.537 8.369
C -2.392 3.491 6.985
H 0.962 3.137 6.642
H 0.815 3.242 9.124
H -1.386 3.488 10.219
H -3.437 3.641 8.846
H -3.274 3.563 6.363
F 1.380 -0.937 -4.136
C 2.010 -2.119 -3.927
C 1.988 -3.070 -4.926
C 2.636 -4.276 -4.701
C 3.277 -4.515 -3.492
C 3.273 -3.541 -2.502
C 2.642 -2.326 -2.720
H 1.475 -2.864 -5.857
H 2.638 -5.033 -5.474
H 3.775 -5.460 -3.320
H 3.765 -3.716 -1.554
H 2.642 -1.551 -1.964
F -0.064 0.259 -10.769
C -0.009 0.235 -9.422
C 1.213 0.046 -8.808
C 1.264 0.026 -7.421
C 0.104 0.185 -6.675
C -1.113 0.370 -7.318
C -1.176 0.400 -8.705
H 2.103 -0.082 -9.410
H 2.213 -0.114 -6.920
H 0.148 0.168 -5.599
H -2.019 0.490 -6.739
H -2.112 0.549 -9.227
F -1.617 -2.677 -0.268
C -2.156 -2.549 -1.504
C -1.322 -2.244 -2.560
C -1.876 -2.117 -3.826
C -3.242 -2.286 -4.010
C -4.058 -2.587 -2.927
C -3.515 -2.725 -1.657
H -0.262 -2.114 -2.390
H -1.237 -1.887 -4.668
H -3.670 -2.184 -4.998
H -5.122 -2.714 -3.068
H -4.128 -2.963 -0.798
*
```

Electronic structure analysis, Löwdin charges in units of e:
1 N 0.17
2 C -0.23
3 C -0.10
4 C -0.38
5 C -0.17
6 N 0.20
7 C -0.18
8 C -0.41
9 S 1.04
10 C -0.69
11 N 0.06
12 N 0.05
13 C -0.20
14 O 0.05
15 C -0.18
16 O -0.09
17 C -0.24
18 O -0.09
19 C -0.17
20 C -0.20
21 O -0.07
22 H 0.11
23 H 0.13
24 H 0.12
25 H 0.10
26 H 0.06
27 H 0.09
28 H 0.13
29 H 0.11
30 H 0.14
31 H 0.14
32 H 0.14
33 H 0.11
34 H 0.11
35 H 0.12
36 H 0.12
37 H 0.09
38 F 0.04
39 C -0.28
40 C -0.01
41 C -0.08
42 C -0.09
43 C -0.08
44 C -0.02
45 H 0.12
46 H 0.11
47 H 0.10
48 H 0.10
49 H 0.11
50 F 0.03
51 C -0.30
52 C -0.02
53 C -0.08
54 C -0.09
55 C -0.08
56 C -0.03
57 H 0.11
58 H 0.11
59 H 0.10
60 H 0.09
61 H 0.10
62 F 0.05
63 C -0.29
64 C -0.02
65 C -0.08
66 C -0.10
67 C -0.08
68 C -0.02
69 H 0.12
70 H 0.11
71 H 0.08
72 H 0.10
73 H 0.12
74 F 0.03
75 C -0.27
76 C 0.00
77 C -0.07
78 C -0.09
79 C -0.08
80 C -0.01
81 H 0.10
82 H 0.09
83 H 0.10
84 H 0.11
85 H 0.12

***

A structure of composition C36H32BaN3O5S5, computed with ωB97M-V/def2-TZVPD.

Calculated values
**Molecular weight**: 884.33 g/mol
**Max |F|**: 0.44 eV/Å
**Energy above the lowest of the compared OMol25 structures with the same formula, charge and spin**: 103.8 kJ/mol

ORCA input file:
```
! RIJCOSX wB97M-V def2-TZVPD def2/J DEFGRID3
* xyz -1 1
Ba 0.396 0.249 0.714
C -1.477 4.009 -1.892
N -1.022 2.622 -1.994
C -2.184 1.784 -2.247
C -2.049 0.312 -1.888
N -2.248 0.001 -0.462
C -2.159 -1.452 -0.297
C -3.497 0.528 0.067
C -4.692 -0.068 -0.331
C -5.918 0.370 0.137
C -5.943 1.438 1.027
C -4.765 2.043 1.414
C -3.503 1.625 0.948
S -2.081 2.526 1.426
C 0.135 2.403 -2.773
C 0.115 1.525 -3.863
C 1.256 1.254 -4.605
C 2.450 1.878 -4.297
C 2.480 2.769 -3.236
C 1.363 3.035 -2.452
S 1.577 4.092 -1.055
H -2.135 4.253 -2.741
H -0.641 4.697 -1.892
H -2.023 4.129 -0.956
H -2.510 1.863 -3.298
H -2.996 2.201 -1.652
H -1.062 -0.067 -2.171
H -2.778 -0.255 -2.492
H -2.860 -2.004 -0.938
H -2.359 -1.719 0.741
H -1.153 -1.804 -0.544
H -4.662 -0.901 -1.024
H -6.831 -0.114 -0.183
H -6.887 1.802 1.417
H -4.785 2.884 2.096
H -0.805 1.035 -4.147
H 1.197 0.556 -5.432
H 3.345 1.675 -4.871
H 3.399 3.284 -2.981
O 4.035 3.234 0.022
C 2.705 2.798 0.132
O 2.486 1.593 -0.203
C 2.134 3.305 1.456
C 2.404 4.571 1.980
C 1.738 4.958 3.124
C 0.825 4.087 3.722
C 0.659 2.845 3.152
N 1.318 2.457 2.057
C -0.244 1.759 3.707
O -1.229 2.141 4.531
O -0.029 0.594 3.478
H 4.409 2.638 -0.641
H 3.106 5.215 1.469
H 1.915 5.934 3.556
H 0.282 4.367 4.615
H -1.686 2.886 4.101
O 1.081 -2.075 0.722
C 1.436 -3.390 0.709
C 1.850 -3.804 -0.707
C 1.038 -3.882 -1.800
C 1.742 -4.172 -3.000
C 3.080 -4.317 -2.789
S 3.487 -4.061 -1.149
C 0.272 -4.267 1.162
C -0.098 -5.529 0.807
C -1.216 -6.007 1.550
C -1.662 -5.092 2.452
S -0.730 -3.656 2.418
C 2.610 -3.629 1.666
C 3.527 -2.696 2.043
C 4.551 -3.225 2.876
C 4.392 -4.556 3.110
S 2.972 -5.160 2.365
H -0.032 -3.736 -1.743
H 1.271 -4.274 -3.967
H 3.847 -4.543 -3.511
H 0.406 -6.094 0.036
H -1.670 -6.976 1.403
H -2.500 -5.177 3.125
H 3.457 -1.670 1.712
H 5.368 -2.642 3.276
H 5.005 -5.212 3.705
*
```

Electronic structure analysis, Löwdin charges in units of e:
1 Ba 1.93
2 C -0.10
3 N -0.14
4 C -0.19
5 C -0.19
6 N -0.28
7 C -0.13
8 C -0.30
9 C -0.05
10 C -0.11
11 C -0.11
12 C -0.14
13 C -0.62
14 S 0.58
15 C -0.24
16 C -0.04
17 C -0.10
18 C -0.10
19 C -0.12
20 C -0.49
21 S 0.93
22 H 0.09
23 H 0.02
24 H 0.05
25 H 0.12
26 H 0.11
27 H 0.11
28 H 0.13
29 H 0.09
30 H 0.08
31 H 0.04
32 H 0.10
33 H 0.09
34 H 0.09
35 H 0.08
36 H 0.09
37 H 0.10
38 H 0.09
39 H 0.10
40 O -0.02
41 C -0.82
42 O -0.28
43 C -0.26
44 C -0.01
45 C -0.04
46 C 0.00
47 C -0.25
48 N 0.04
49 C -0.57
50 O 0.07
51 O -0.02
52 H 0.10
53 H 0.12
54 H 0.11
55 H 0.11
56 H 0.08
57 O -0.54
58 C -0.67
59 C -0.45
60 C -0.13
61 C -0.19
62 C -0.43
63 S 1.06
64 C -0.49
65 C -0.14
66 C -0.19
67 C -0.42
68 S 1.07
69 C -0.51
70 C -0.12
71 C -0.19
72 C -0.43
73 S 1.03
74 H 0.11
75 H 0.09
76 H 0.05
77 H 0.11
78 H 0.09
79 H 0.06
80 H 0.11
81 H 0.10
82 H 0.05